[1]
This record from the OMol25 dataset describes a molecular structure, C6H19BMnO3 in a non-equilibrium geometry. The level of theory is wB97M-V/def2-TZVPD.

Geometry (Å):
Mn -0.57 -0.44 -0.22
C 2.36 1.39 0.88
C 2.19 0.80 -0.53
O 1.50 -0.37 -0.52
H 2.88 0.65 1.49
H 1.36 1.53 1.31
H 2.87 2.36 0.87
H 3.22 0.67 -0.96
H 1.76 1.59 -1.19
C 0.63 -1.43 2.89
C -0.82 -0.94 2.80
O -1.03 -0.02 1.79
H 0.79 -2.02 3.81
H 1.29 -0.57 2.99
H 0.92 -2.02 2.02
H -1.09 -0.48 3.78
H -1.49 -1.82 2.67
C -0.92 1.55 -2.94
C -2.00 1.84 -1.91
O -1.81 1.21 -0.71
H -0.94 0.49 -3.23
H 0.07 1.78 -2.55
H -1.07 2.14 -3.87
H -2.97 1.51 -2.36
H -2.09 2.94 -1.79
B -1.02 -2.47 -0.92
H -0.28 -2.13 -1.83
H -1.97 -1.73 -0.86
H -1.38 -3.62 -1.06
H -0.42 -2.38 0.14

Computed properties:
multiplicity: 6
orbital gap (spin up / spin down): 6.22 / 6.80 eV
total charge: -2
strongest force on any atom: 0.04314 hartree/bohr
LUMO energy (spin up / spin down): 6.03 / 6.01 eV
<S²>: 8.75

Mulliken population analysis, charges in e, atoms 1 to 5:
1 Mn 0.64
2 C -0.98
3 C -0.17
4 O -0.65
5 H 0.16



[2]
This record from the OMol25 dataset describes a molecular structure, C6H19Br2N5O3V in a non-equilibrium geometry. The level of theory is wB97M-V/def2-TZVPD.

Geometry (Å):
V 0.01 -0.50 -0.16
Br 2.68 -0.50 -0.51
Br -2.67 -0.07 0.14
C -0.95 -0.89 -3.23
O -0.33 -1.01 -2.17
N -2.14 -0.20 -3.22
N -0.43 -1.29 -4.43
H -2.47 0.00 -2.28
H -2.71 -0.13 -4.05
H -0.78 -0.81 -5.23
H 0.52 -1.61 -4.38
C 0.01 2.74 -1.47
O -0.07 1.70 -0.83
N -0.37 2.77 -2.78
N 0.47 3.91 -0.95
H -0.66 1.91 -3.21
H -0.34 3.60 -3.35
H 0.48 4.73 -1.52
H 0.66 4.00 0.03
C 0.28 -2.96 3.55
C -0.10 -1.90 2.54
C 0.56 -0.57 2.88
O 0.41 0.40 1.85
C 1.15 1.56 2.19
N 0.24 -2.22 1.14
H -0.42 -3.80 3.48
H 0.26 -2.55 4.55
H 1.25 -3.41 3.33
H -1.18 -1.76 2.56
H 1.63 -0.84 2.94
H 0.27 -0.15 3.85
H 2.22 1.34 2.18
H 0.85 1.91 3.18
H 0.90 2.29 1.43
H -0.39 -2.99 0.88
H 1.15 -2.68 1.10

Computed properties:
multiplicity: 4
orbital gap (spin up / spin down): 7.30 / 8.40 eV
total charge: 0
strongest force on any atom: 0.03440 hartree/bohr
LUMO energy (spin up / spin down): 0.39 / 0.39 eV
<S²>: 3.76

Mulliken population analysis, charges in e, atoms 1 to 5:
1 V 0.93
2 Br -0.64
3 Br -0.68
4 C 0.59
5 O -0.49



[3]
This record from the OMol25 dataset describes a molecular structure, C6H19N3O2PRb in a non-equilibrium geometry. The level of theory is wB97M-V/def2-TZVPD.

Geometry (Å):
Rb -15.44 -22.34 -2.62
O -18.19 -21.46 -2.23
H -18.10 -21.66 -3.18
O -16.99 -27.86 -4.18
P -16.34 -28.34 -2.88
N -15.40 -27.06 -2.23
C -14.05 -26.90 -2.62
C -16.10 -25.82 -2.04
N -15.21 -29.62 -3.03
C -14.14 -30.14 -2.10
C -15.15 -30.22 -4.46
N -17.49 -28.85 -1.81
C -18.90 -28.34 -1.90
C -17.39 -30.08 -1.05
H -13.47 -27.81 -2.49
H -13.65 -26.09 -2.01
H -14.11 -26.70 -3.69
H -16.56 -25.29 -2.87
H -15.57 -25.04 -1.48
H -17.05 -25.94 -1.51
H -14.17 -31.23 -2.03
H -13.17 -29.71 -2.35
H -14.30 -29.80 -1.08
H -15.90 -29.76 -5.11
H -14.27 -29.89 -5.00
H -15.24 -31.31 -4.41
H -19.19 -28.34 -2.95
H -19.52 -29.19 -1.59
H -19.07 -27.41 -1.36
H -16.44 -30.02 -0.51
H -17.12 -30.83 -1.80
H -18.26 -30.30 -0.43

Computed properties:
multiplicity: 2
orbital gap (spin up / spin down): 6.83 / 4.19 eV
total charge: +1
strongest force on any atom: 0.05328 hartree/bohr
LUMO energy (spin up / spin down): -4.06 / -6.71 eV
<S²>: 0.75

Mulliken population analysis, charges in e, atoms 1 to 5:
1 Rb 1.00
2 O -0.35
3 H 0.35
4 O -0.86
5 P 0.35



[4]
This record from the OMol25 dataset describes a molecular structure, C6H19NO2PtSiTa in a non-equilibrium geometry. The level of theory is wB97M-V/def2-TZVPD.

Geometry (Å):
C 3.28 -0.83 0.19
C 2.08 -0.51 -0.56
O 1.63 -1.36 -1.31
N 1.38 0.71 -0.55
C 2.30 1.88 -0.88
Ta 0.19 0.95 1.29
O 0.70 -0.91 2.01
Si -1.86 -0.25 -0.01
C -3.35 0.00 1.12
C -1.57 -2.12 -0.15
C -2.15 0.41 -1.76
H 3.04 -1.06 1.22
H 4.01 -0.04 0.17
H 3.71 -1.71 -0.25
H 3.27 1.53 -1.20
H 2.45 2.52 -0.04
H 1.87 2.43 -1.70
H -0.82 1.24 2.79
H -0.44 2.55 0.63
H 1.70 1.75 1.95
H -0.10 -1.33 2.37
H -4.26 -0.14 0.57
H -3.36 0.95 1.63
H -3.30 -0.78 1.86
H -0.54 -2.39 -0.01
H -2.17 -2.62 0.59
H -1.92 -2.46 -1.10
H -1.24 0.23 -2.34
H -2.33 1.47 -1.77
H -2.94 -0.15 -2.24
Pt 0.77 0.03 -2.53

Computed properties:
orbital gap: 4.69 eV
total charge: +1
strongest force on any atom: 0.08360 hartree/bohr
LUMO energy: -6.86 eV

Mulliken population analysis, charges in e, atoms 1 to 5:
1 C -1.16
2 C 0.92
3 O -0.62
4 N -0.40
5 C -0.99